# 1
Formula: C10H16
Source: OMol25
Level of theory: ωB97M-V/def2-TZVPD

Structure (XYZ):
```
26
Properties=species:S:1:pos:R:3:forces:R:3:nbo_charge:R:1
C -0.27497 1.32503 1.87266 0.1039 -0.9676 -0.3413 -0.62
C 0.70980 1.75725 0.75095 -1.9458 2.3355 0.3279 -0.43
C 0.23178 1.42891 -0.66070 1.0806 0.4652 1.1163 0.01
C -1.11143 1.07261 -0.77568 -1.5792 0.2264 -0.1943 -0.24
C -1.65642 0.87314 -2.05839 3.4129 0.9585 -0.7817 -0.19
C -0.72586 0.90684 -3.14991 0.6866 0.2297 2.2727 -0.23
C 0.65173 1.23359 -2.97334 0.7986 -2.2057 -0.7892 -0.20
C 1.16525 1.58515 -1.72737 -7.1334 -2.0345 -0.2400 -0.21
H 0.33918 0.76041 2.53681 0.2656 -0.1896 1.1725 0.21
H -0.97751 0.53654 1.49317 0.4495 1.0148 0.7805 0.21
H -0.77120 2.16110 2.42475 0.2580 -0.8545 -0.6738 0.22
H 0.59323 2.89869 0.81350 1.0400 -1.3384 -0.2461 0.22
H 1.72304 1.44301 0.98798 0.0426 0.1221 -0.2772 0.21
H -1.79199 1.02578 0.16743 1.3200 0.1750 -2.3434 0.22
H -2.67664 0.80340 -2.29589 -1.2288 -0.5264 0.1134 0.21
H -1.03143 0.54979 -4.08736 -0.4696 -0.1857 -1.2449 0.21
H 1.44258 0.79575 -3.70457 -1.6490 1.5890 0.5776 0.21
H 2.09129 1.85844 -1.55737 4.5559 1.1359 0.7864 0.20
C 1.01020 -2.60753 1.28151 -3.8077 2.2390 -1.0241 -0.61
C -0.45111 -3.11257 1.71917 0.9302 2.8011 -2.6761 -0.61
H 1.60993 -3.36167 1.59525 2.6620 -1.5406 1.1613 0.20
H 1.01514 -2.62171 0.17923 0.2160 0.3043 0.4062 0.21
H 1.18971 -1.53156 1.63240 0.1565 -1.8672 -0.2877 0.20
H -0.92863 -3.65789 0.87409 -0.3019 1.2444 0.3857 0.21
H -0.95029 -2.29043 2.25247 -0.6226 -0.2229 -0.9973 0.21
H -0.42539 -3.83204 2.40923 0.7589 -2.9076 3.0166 0.19
```
Positions in Å, forces in eV/Å.

Properties
**SMILES string**: CCc1ccccc1.CC
**LUMO level**: 1.02 eV
**Net charge**: 0
**Energy relative to the best compared isomer or geometry (same formula, charge and spin)**: 62.63 kcal/mol
**Highest occupied orbital energy**: -8.740 eV
**Multiplicity**: 1
**HOMO-LUMO gap**: 9.8 eV

=====

# 2
Formula: C3H2F2S2
Source: OMol25
Level of theory: ωB97M-V/def2-TZVPD

Structure (XYZ):
```
9
Properties=species:S:1:pos:R:3:forces:R:3:nbo_charge:R:1
C -1.22280 -0.63862 -0.07871 5.0752 -5.1464 -1.4508 -0.35
C -1.18197 0.70485 0.03131 -0.3171 5.1460 0.8269 -0.59
C 1.43796 -0.08275 0.03088 -0.8361 1.8543 -0.8368 0.44
F 2.33095 0.00510 -1.00664 -1.0669 -0.4073 0.2195 -0.33
F 2.22588 0.03313 1.09753 -0.2179 -0.4366 0.6650 -0.32
S 0.32633 -1.51400 -0.00241 -0.6558 0.1247 -0.0159 0.30
S 0.27092 1.47727 -0.01338 1.8624 0.2358 -0.1479 0.41
H -2.06061 -1.11684 0.11743 -3.4718 -2.7664 1.0069 0.20
H -2.12665 1.13187 -0.17601 -0.3720 1.3958 -0.2669 0.24
```
Positions in Å, forces in eV/Å.

Properties
**LUMO level (alpha / beta)**: 0.58 / -2.06 eV
**Net charge**: 0
**Energy relative to the best compared isomer or geometry (same formula, charge and spin)**: 15.99 kcal/mol
**⟨S²⟩**: 2.008
**Highest occupied orbital energy (alpha / beta)**: -5.366 / -10.301 eV
**Multiplicity**: 3
**HOMO-LUMO gap (alpha / beta)**: 5.9 / 8.2 eV

=====

# 3
Formula: C3H4S
Source: OMol25
Level of theory: ωB97M-V/def2-TZVPD

Structure (XYZ):
```
8
Properties=species:S:1:pos:R:3:forces:R:3:nbo_charge:R:1
C -1.34583 0.50451 -0.02550 -0.6536 0.0593 -0.6970 -0.41
C -2.92600 0.83544 0.46084 2.7480 -1.3625 -0.1000 -0.09
C 0.15273 -0.16996 0.31949 -3.5877 2.4673 2.1918 -0.60
S -2.73313 -0.62624 -0.39906 -0.1422 0.4855 0.6665 0.24
H -1.28291 1.05197 -0.94132 0.6006 0.6866 -0.3740 0.18
H 0.12876 -0.78387 -0.54317 1.0713 -1.1453 -0.1746 0.23
H -0.07116 -0.55813 1.33735 0.7747 -0.7578 -0.9639 0.22
H 0.97449 0.57304 0.42841 -0.8110 -0.4332 -0.5487 0.23
```
Positions in Å, forces in eV/Å.

Properties
**LUMO level**: -0.28 eV
**Net charge**: 0
**Energy relative to the best compared isomer or geometry (same formula, charge and spin)**: 78.46 kcal/mol
**Highest occupied orbital energy**: -9.299 eV
**Multiplicity**: 1
**HOMO-LUMO gap**: 9.0 eV

=====

# 4
Formula: C40H85NO10P2S8
Source: OMol25
Level of theory: ωB97M-V/def2-TZVPD

Structure (XYZ):
```
146
Properties=species:S:1:pos:R:3:forces:R:3:lowdin_charge:R:1
C 11.86714 -2.36445 2.01443 -0.0051 -0.1825 -0.1404 -0.13
C 10.45338 -1.81833 1.85920 -0.0321 -0.0739 0.0648 -0.27
C 9.67558 -2.47572 0.70616 -0.0604 -0.0246 0.0943 -0.22
C 8.76481 -1.51291 -0.07539 -0.1237 -0.3278 -0.1429 -0.21
C 7.31812 -1.62592 0.41102 0.0167 0.0499 0.2994 -0.21
C 6.30488 -0.52636 0.07813 0.1343 -0.1067 0.3409 -0.20
C 5.09456 -0.66133 1.02457 -0.1037 0.2151 -0.3574 -0.22
C 3.79222 -0.41936 0.28111 -0.0490 -0.3747 -0.0340 -0.18
N 2.52906 -0.67815 1.03615 0.3031 0.5872 0.4107 -0.18
C 1.39957 0.09329 0.48283 0.1161 -0.2007 -0.0840 -0.21
C 0.10926 -0.70350 0.33236 -0.1039 0.0240 -0.0164 -0.17
C -0.35505 -1.46846 1.58306 -0.1884 0.0690 -0.3455 -0.18
C -1.86490 -1.35704 1.85177 -0.0455 -0.0434 0.2259 -0.20
C -2.70499 -2.56931 1.41766 0.0011 0.4394 0.0788 -0.19
C -4.00967 -2.71668 2.21760 -0.0795 -0.1157 -0.0766 -0.22
C -4.02157 -3.85516 3.25665 -0.0556 0.1391 0.1436 -0.25
C -5.35640 -4.60934 3.32970 0.0011 -0.0324 0.0030 -0.10
C 2.69993 -0.64768 2.43492 -0.3268 0.1869 -0.4514 -1.09
S 3.07110 -1.94135 3.31371 0.0473 -0.1870 0.1110 0.75
S 2.60642 0.98092 3.26065 -0.1579 0.0513 -0.2062 0.83
C 1.05378 0.80535 4.18668 -0.0193 0.0195 0.1983 -0.52
C 0.98180 1.83562 5.31987 0.1076 0.0293 -0.1098 -0.31
C 0.92135 3.34090 4.93470 0.0047 -0.1353 0.0126 -0.41
P 0.31067 3.76687 3.21832 0.0282 -0.4726 0.6225 0.62
P -0.59890 4.05290 1.03342 -0.0220 0.0996 -0.1818 0.10
S -2.04992 2.77248 0.70299 -0.0468 -0.0695 0.0528 -0.01
H 11.84079 -3.42710 2.26696 0.0252 0.0151 0.0556 0.07
H 12.41922 -2.28482 1.07426 0.0193 0.0938 0.0366 0.07
H 12.42844 -1.84246 2.78982 -0.0099 -0.0143 0.0197 0.07
H 10.49246 -0.73599 1.70893 0.0118 -0.0113 -0.0056 0.10
H 9.91735 -1.99148 2.79607 -0.0275 0.1944 0.0129 0.10
H 9.04788 -3.26632 1.12883 0.0848 -0.1292 -0.1137 0.11
H 10.37551 -2.97900 0.03357 0.0492 0.1250 -0.0279 0.10
H 8.80820 -1.77418 -1.13691 -0.0305 0.1996 -0.0447 0.11
H 9.12942 -0.49309 0.03225 -0.0443 -0.0086 -0.0369 0.07
H 6.91202 -2.58465 0.06826 0.0106 -0.0268 0.1165 0.12
H 7.35402 -1.68593 1.50686 0.0079 -0.0480 -0.0200 0.11
H 6.76405 0.44912 0.23436 -0.0647 -0.1012 -0.1632 0.09
H 5.99219 -0.58127 -0.96880 0.0731 0.0173 -0.0125 0.11
H 5.08067 -1.64725 1.49017 -0.0009 -0.0108 -0.0307 0.08
H 5.19928 0.08613 1.81634 -0.0277 -0.2009 0.1877 0.11
H 3.77730 -1.06347 -0.60127 -0.0659 0.0857 -0.0729 0.13
H 3.76859 0.62331 -0.05685 0.0629 -0.0025 -0.0330 0.12
H 1.70180 0.43569 -0.50903 0.0262 0.0039 0.0215 0.12
H 1.21498 1.00026 1.06977 0.0282 -0.0395 0.1540 0.08
H -0.65393 0.03294 0.06647 -0.0327 0.0135 -0.0619 0.07
H 0.19440 -1.38206 -0.52029 0.0579 -0.0286 0.0525 0.11
H 0.18464 -1.11050 2.45860 0.0397 -0.0280 -0.0137 0.06
H -0.10029 -2.52327 1.45808 0.1685 0.0310 0.2186 0.11
H -2.02450 -1.20019 2.92498 0.0251 -0.0525 -0.0205 0.11
H -2.25219 -0.46094 1.35519 -0.0255 0.0253 0.1556 0.08
H -2.96274 -2.44264 0.36307 0.1974 -0.2325 -0.0657 0.11
H -2.09562 -3.46998 1.52921 -0.0958 -0.0511 -0.1303 0.10
H -4.21796 -1.77835 2.74403 -0.0361 0.0285 -0.0980 0.10
H -4.84404 -2.85569 1.52848 -0.0102 -0.1030 0.0092 0.09
H -3.20568 -4.55044 3.04649 -0.0347 -0.0335 0.0054 0.10
H -3.81594 -3.43652 4.24502 0.1380 0.0007 -0.0241 0.10
H -5.59802 -4.89921 4.35290 0.0093 -0.0380 0.0030 0.06
H -5.33458 -5.52437 2.73617 -0.0112 0.0425 -0.0873 0.07
H -6.17341 -3.99431 2.95208 -0.0185 0.0160 0.0625 0.04
H 0.19870 0.86649 3.51110 0.0375 0.0640 -0.0515 0.05
H 1.06080 -0.20211 4.60310 0.0078 0.0233 0.1046 0.07
H 1.86296 1.67034 5.94120 -0.0434 0.0458 0.1126 0.10
H 0.12014 1.58608 5.94149 -0.0584 -0.0109 -0.0995 0.11
H 0.23272 3.85113 5.61457 0.0258 -0.0067 0.0490 0.07
H 1.89923 3.80822 5.08531 -0.0123 0.0256 -0.1116 0.07
H -0.76508 2.83428 3.26187 -0.0462 -0.0019 -0.1038 -0.04
H -0.00542 5.10168 3.51142 0.0528 0.1043 -0.0477 -0.01
H 1.55276 3.58020 2.58088 0.0161 -0.0007 -0.0632 -0.04
H -0.94468 5.41074 0.84169 -0.0162 0.0290 -0.1399 -0.09
H 0.47797 3.94985 0.12525 0.0291 0.0827 -0.1072 -0.09
O 8.39434 1.52016 -0.80485 0.0222 0.3079 -0.0273 -0.33
S 8.69635 1.78093 -2.18874 0.2593 0.0802 -0.0744 0.67
O 8.15800 0.93239 -3.21817 -0.1019 -0.0105 -0.0122 -0.32
C 8.34331 3.50376 -2.53657 -0.0172 0.0704 -0.0387 -0.23
C 9.64060 4.22782 -2.19632 0.0152 -0.0343 0.0055 -0.22
C 10.76966 3.36171 -2.77283 -0.0323 -0.0125 0.0232 -0.21
C 10.48680 1.91382 -2.36032 0.0798 0.0265 -0.0805 -0.21
H 7.48577 3.80232 -1.93812 -0.0126 -0.0467 0.0074 0.11
H 8.10521 3.57442 -3.59786 -0.0028 -0.0077 -0.0009 0.11
H 9.65007 5.23500 -2.61022 0.0097 0.0034 0.0044 0.11
H 9.74596 4.30929 -1.11265 -0.0106 -0.0009 0.0037 0.12
H 10.77418 3.44356 -3.86126 -0.0205 -0.0033 -0.0029 0.12
H 11.74677 3.68258 -2.41559 0.0056 0.0053 -0.0108 0.11
H 10.80490 1.17987 -3.09637 -0.0094 -0.0275 0.0193 0.10
H 10.91152 1.67102 -1.38823 -0.0488 -0.0102 0.0248 0.10
O -7.41780 -2.37050 1.46056 -0.0791 -0.0950 0.1218 -0.32
S -7.88075 -1.00599 1.52066 0.0399 0.1795 -0.1316 0.67
O -8.52140 -0.51092 2.71730 -0.0600 -0.1092 0.0545 -0.34
C -6.54482 0.08139 1.05026 0.0898 0.0174 -0.0817 -0.22
C -6.67483 0.19720 -0.46427 0.0016 0.0031 0.1346 -0.23
C -8.17247 0.36671 -0.74690 0.0059 -0.0259 0.0193 -0.20
C -8.91653 -0.69110 0.08019 -0.0023 0.1388 -0.0983 -0.21
H -5.61041 -0.36142 1.38936 -0.0285 -0.0252 0.0409 0.09
H -6.71426 1.03477 1.55079 -0.0109 -0.0049 0.0027 0.11
H -6.09785 1.03489 -0.84798 -0.0583 -0.0531 0.0141 0.10
H -6.30339 -0.70990 -0.94525 0.0388 0.0191 -0.0031 0.12
H -8.49290 1.36548 -0.44367 0.0065 -0.0004 0.0186 0.12
H -8.38927 0.25986 -1.80801 0.0075 0.0120 -0.0055 0.11
H -9.89129 -0.36343 0.43292 -0.0093 -0.0390 0.0234 0.10
H -9.00837 -1.63774 -0.44841 0.0330 -0.0303 0.0347 0.10
O -4.43712 -0.76933 -3.17814 -0.0710 -0.0398 -0.0073 -0.32
S -4.58388 0.62409 -3.52160 0.0001 0.2056 -0.0394 0.66
O -5.80229 1.32005 -3.17152 0.0119 -0.0556 -0.0712 -0.34
C -3.16265 1.52323 -2.90972 0.0551 0.0100 -0.0221 -0.24
C -2.17189 1.47421 -4.06528 -0.0272 -0.0397 -0.0374 -0.21
C -2.98563 1.74376 -5.33939 0.0006 -0.0350 0.0618 -0.21
C -4.23632 0.85998 -5.27178 0.1038 0.0005 -0.0751 -0.21
H -2.81947 1.04286 -1.99773 -0.0334 -0.0044 0.0747 0.08
H -3.48860 2.54079 -2.69744 -0.0103 -0.0011 0.0337 0.11
H -1.37690 2.20519 -3.92560 0.0144 0.0092 -0.0279 0.12
H -1.71253 0.48449 -4.11884 0.0085 0.0002 0.0053 0.12
H -3.27724 2.79584 -5.36934 -0.0133 -0.0016 0.0208 0.12
H -2.40380 1.53815 -6.23380 -0.0609 0.0302 0.0121 0.08
H -5.11533 1.31051 -5.72528 -0.0260 -0.0341 0.0142 0.10
H -4.06473 -0.12869 -5.69437 0.0020 -0.0184 0.0434 0.11
O 0.33623 -0.18312 -7.75867 0.0133 -0.0445 0.0090 -0.31
S 0.28444 1.20112 -8.15066 -0.0158 0.0073 -0.0064 0.66
O -0.87421 1.99060 -7.81102 0.0477 0.0533 -0.0487 -0.33
C 1.77700 2.02022 -7.59474 0.0887 0.0348 -0.0147 -0.23
C 2.75323 1.83632 -8.75136 -0.0249 -0.0209 -0.0105 -0.22
C 1.94722 2.10678 -10.02979 -0.0175 -0.0184 0.0244 -0.21
C 0.63173 1.32900 -9.91323 0.0524 0.0566 -0.0828 -0.22
H 2.08726 1.55969 -6.65975 -0.0387 -0.0240 0.0052 0.11
H 1.52860 3.06917 -7.43434 -0.0143 0.0006 -0.0049 0.11
H 3.60530 2.50802 -8.65943 0.0041 -0.0052 -0.0085 0.12
H 3.13197 0.81238 -8.75575 0.0024 -0.0006 0.0118 0.12
H 1.73923 3.17514 -10.11152 -0.0071 0.0029 0.0160 0.12
H 2.49454 1.80939 -10.92268 0.0029 0.0106 -0.0043 0.11
H -0.21239 1.82583 -10.38424 -0.0260 -0.0223 0.0127 0.10
H 0.71703 0.31041 -10.28662 0.0018 -0.0207 0.0455 0.11
O -10.58085 -4.79453 7.21350 0.0076 -0.0373 0.0016 -0.33
S -11.05240 -3.43383 7.27647 -0.0120 0.0216 -0.0227 0.66
O -11.69528 -2.95494 8.47415 -0.0046 0.0114 0.0342 -0.33
C -9.72267 -2.33472 6.79718 0.0533 0.0873 -0.0638 -0.23
C -9.86464 -2.20441 5.28504 -0.0179 -0.0454 0.0172 -0.22
C -11.36684 -2.04640 5.01720 0.0013 -0.0182 0.0249 -0.21
C -12.09614 -3.11315 5.84158 -0.0290 0.0774 -0.0870 -0.22
H -8.78241 -2.76871 7.12887 -0.0296 -0.0473 0.0288 0.11
H -9.89564 -1.38492 7.30337 -0.0137 -0.0068 0.0125 0.11
H -9.29658 -1.36389 4.89436 0.0129 -0.0176 -0.0272 0.09
H -9.49255 -3.10821 4.79788 0.0221 0.0039 0.0029 0.12
H -11.69088 -1.05169 5.32974 0.0060 0.0000 0.0153 0.12
H -11.59624 -2.14801 3.95763 0.0019 0.0145 -0.0044 0.11
H -13.07031 -2.79562 6.20468 -0.0050 -0.0329 0.0244 0.10
H -12.18909 -4.05722 5.30828 0.0405 -0.0232 0.0259 0.10
```
Positions in Å, forces in eV/Å.

Properties
**SMILES string**: CCCCCCCCN(CCCCCCCC)C(=S)SCCC[PH3][PH2]=S.O=S1(=O)CCCC1.O=S1(=O)CCCC1.O=S1(=O)CCCC1.O=S1(=O)CCCC1.O=S1(=O)CCCC1
**LUMO level**: -0.31 eV
**Net charge**: 0
**Highest occupied orbital energy**: -8.057 eV
**Multiplicity**: 1
**HOMO-LUMO gap**: 7.8 eV

=====

The records above give, respectively, DFT total energy values of -390.5361; -1111.4456; -514.7175; -6250.2840 Ha.